#1
This record from the Open Molecules 2025 dataset describes a 2-piece molecular cluster, C3H3I3O overall. The level of theory is ωB97M-V with the def2-TZVPD basis set.

Results
HOMO level (spin up / spin down) ... -7.87 / -8.04 eV

Structure (ORCA input):
```
! wB97M-V def2-TZVPD RIJCOSX def2/J DEFGRID3
* xyz 0 1
I 1.440 -1.372 -0.827
I -4.298 -1.530 -0.035
C 0.948 0.445 0.151
H 1.035 0.437 1.274
I -2.057 2.094 -0.611
O 0.865 1.581 -0.546
C -1.628 0.200 0.003
H 0.677 1.261 -1.463
C -2.084 -1.011 0.212
H -1.473 -1.984 0.129
*
```

***

#2
This record from the Open Molecules 2025 dataset describes C3H3I3O as an isolated structure. The level of theory is ωB97M-V with the def2-TZVPD basis set.

Results
HOMO level (spin up / spin down) ... -9.69 / -9.69 eV

Structure (ORCA input):
```
! wB97M-V def2-TZVPD RIJCOSX def2/J DEFGRID3
* xyz 0 1
I -2.363 0.954 0.157
O 1.195 1.511 -2.569
I 0.985 3.231 0.187
I 2.695 -0.272 0.194
C 0.924 0.766 -1.669
C 0.626 1.184 -0.280
H 0.822 -0.339 -1.846
C -0.314 0.457 0.664
H -0.147 -0.539 0.766
H -0.178 1.003 1.700
*
```

***

Energy ordering: #2 at the bottom, the next structure 3.302 eV above.

***

#1
This record from the Open Molecules 2025 dataset describes an isolated ion of composition C3H12N4 and charge +2. The level of theory is ωB97M-V with the def2-TZVPD basis set.

Results
HOMO level (spin up / spin down) ... -19.38 / -19.00 eV

Structure (ORCA input):
```
! wB97M-V def2-TZVPD RIJCOSX def2/J DEFGRID3
* xyz 2 1
N 2.606 0.314 0.084
H -0.347 -2.293 1.039
H -3.349 0.980 0.526
N -0.310 -0.526 -0.120
H 1.199 -1.395 0.936
H 0.008 1.114 -1.454
H 0.343 -2.400 -0.313
C -2.295 1.139 0.336
H 1.343 1.842 0.164
C 0.257 -1.674 0.447
H 0.884 -0.484 -1.743
N 1.622 1.033 -0.383
H 3.276 -0.201 -0.561
N -1.506 -0.033 0.612
H -1.962 2.017 0.888
H 3.026 0.677 0.905
H -2.007 -0.822 0.882
C 0.459 0.206 -0.982
H -2.150 1.409 -0.730
*
```

***

#2
This record from the Open Molecules 2025 dataset describes an isolated ion of composition C3H12N4 and charge +2. The level of theory is ωB97M-V with the def2-TZVPD basis set.

Results
HOMO level (spin up / spin down) ... -18.89 / -18.55 eV

Structure (ORCA input):
```
! wB97M-V def2-TZVPD RIJCOSX def2/J DEFGRID3
* xyz 2 1
N 0.338 0.480 -0.454
H 0.464 0.140 -1.461
H -2.046 -0.733 2.077
H -1.977 -1.008 -0.827
N -2.332 -1.079 1.176
H 0.419 -2.495 1.147
C 1.420 2.574 -1.022
N 1.102 1.503 -0.097
C -0.237 -0.566 0.368
H -3.257 -1.493 1.124
H -0.149 -0.205 1.496
H 1.535 1.308 0.737
H 0.853 2.543 -1.901
H 1.396 -1.905 -0.323
N -1.667 -0.725 0.118
H -0.208 -2.559 -0.483
H 2.429 2.505 -1.395
H 1.513 3.599 -0.482
C 0.403 -1.883 0.201
*
```

***

Energy ordering: #2 at the bottom, the next structure 0.696 eV above.

***

#1
This record from the Open Molecules 2025 dataset describes a 2-piece molecular cluster, C3H9NO overall. The level of theory is ωB97M-V with the def2-TZVPD basis set.

Results
Expectation value of S² ... 0.76
HOMO level (spin up / spin down) ... -15.36 / -15.37 eV

Structure (ORCA input):
```
! wB97M-V def2-TZVPD RIJCOSX def2/J DEFGRID3
* xyz 1 2
H -1.151 1.024 0.420
H 0.714 -0.128 1.519
O -1.953 -1.213 1.455
H -1.824 -1.304 0.505
C 0.554 0.140 -0.435
H 0.407 0.578 -2.525
H -1.122 -1.425 1.894
C 0.784 -0.118 -1.773
H -0.411 2.014 -0.890
H 0.434 1.908 0.676
N 0.812 -0.671 0.672
H 1.257 -1.002 -2.191
C -0.193 1.361 -0.036
H 1.692 -1.166 0.709
*
```

***

#2
This record from the Open Molecules 2025 dataset describes a 2-piece molecular cluster, C3H9NO overall. The level of theory is ωB97M-V with the def2-TZVPD basis set.

Results
Expectation value of S² ... 0.75
HOMO level (spin up / spin down) ... -12.73 / -12.73 eV

Structure (ORCA input):
```
! wB97M-V def2-TZVPD RIJCOSX def2/J DEFGRID3
* xyz 1 2
H -1.307 0.193 5.187
H 0.127 -1.465 -2.972
N 0.615 0.925 -0.647
H 1.045 0.889 -2.692
H 0.386 1.926 -0.614
H 1.441 -1.477 -1.809
H 1.569 0.753 -0.312
C -1.314 0.021 4.092
C 0.423 -1.125 -2.000
H -0.189 -1.506 -1.187
O -1.961 -0.887 3.652
C 0.371 0.408 -1.954
H -0.627 0.741 -2.253
H -0.578 0.605 3.510
*
```

***

Energy ordering: #1 at the bottom, the next structure 1.478 eV above.